No. 1
{"formula": "C27H42AlBrFO6S", "method": "the ωB97M-V functional and the def2-TZVPD basis", "total_energy_ha": -4820.138391, "homo_lumo_gap_ha": 0.3204, "total_charge": -1, "symbols": ["C", "C", "C", "C", "C", "C", "C", "C", "Br", "C", "O", "Al", "C", "C", "C", "C", "C", "C", "C", "C", "C", "S", "O", "O", "F", "O", "C", "H", "H", "H", "H", "H", "H", "H", "H", "H", "H", "H", "H", "H", "H", "H", "H", "H", "H", "H", "H", "H", "H", "C", "C", "O", "C", "C", "H", "H", "H", "H", "H", "H", "H", "H", "H", "H", "C", "C", "O", "C", "C", "H", "H", "H", "H", "H", "H", "H", "H", "H", "H"], "xyz": [[-3.29, -2.37, -0.69], [-3.26, -1.49, -1.90], [-3.19, -2.04, -3.19], [-3.14, -1.21, -4.32], [-3.15, 0.17, -4.16], [-3.22, 0.74, -2.89], [-3.27, 2.24, -2.77], [-2.20, 2.87, -1.88], [-2.59, 4.93, -2.05], [-0.75, 2.70, -2.39], [-0.24, 1.50, -1.86], [-0.71, 1.70, -0.16], [0.61, 2.65, 0.94], [1.82, 1.81, 1.38], [2.67, 1.36, 0.18], [3.66, 2.40, -0.28], [4.85, 2.62, 0.43], [5.75, 3.61, 0.03], [5.49, 4.40, -1.08], [4.31, 4.19, -1.80], [3.41, 3.20, -1.40], [-1.16, -0.30, 1.05], [-0.75, -0.14, 2.43], [-2.51, -0.77, 0.83], [-0.22, -1.49, 0.49], [-2.26, 2.50, -0.59], [-3.28, -0.10, -1.77], [-2.31, -2.40, -0.20], [-3.99, -1.99, 0.06], [-3.58, -3.39, -0.96], [-3.19, -3.12, -3.30], [-3.09, -1.66, -5.30], [-3.10, 0.81, -5.04], [-4.24, 2.56, -2.40], [-3.13, 2.67, -3.77], [-0.19, 3.58, -2.01], [-0.69, 2.74, -3.48], [0.13, 3.11, 1.81], [0.98, 3.49, 0.33], [2.45, 2.39, 2.06], [1.50, 0.93, 1.94], [3.21, 0.44, 0.42], [2.01, 1.13, -0.67], [5.06, 2.01, 1.30], [6.67, 3.76, 0.60], [6.19, 5.17, -1.39], [4.08, 4.79, -2.68], [2.49, 3.03, -1.96], [-3.33, 0.33, -0.78], [4.57, -3.47, 0.26], [3.66, -2.71, -0.70], [4.21, -1.49, -1.16], [5.42, -1.56, -1.88], [5.33, -2.39, -3.15], [4.83, -2.85, 1.11], [4.05, -4.36, 0.62], [5.49, -3.79, -0.22], [2.74, -2.42, -0.19], [3.37, -3.35, -1.54], [6.23, -1.93, -1.24], [5.65, -0.52, -2.13], [5.12, -3.44, -2.95], [6.28, -2.34, -3.69], [4.54, -2.00, -3.80], [-2.79, -1.41, 4.65], [-3.92, -1.95, 3.79], [-4.68, -2.99, 4.40], [-5.33, -2.64, 5.61], [-6.33, -1.50, 5.48], [-2.11, -2.22, 4.94], [-2.23, -0.68, 4.08], [-3.17, -0.93, 5.56], [-3.51, -2.40, 2.88], [-4.57, -1.14, 3.46], [-4.59, -2.41, 6.39], [-5.85, -3.55, 5.92], [-5.84, -0.57, 5.19], [-6.83, -1.34, 6.43], [-7.08, -1.74, 4.73]], "mulliken_charge": [-1.440, 0.701, -0.770, -0.767, -0.913, 0.080, -1.255, 0.824, -0.320, -0.761, -0.486, 0.154, -0.770, -0.714, -0.163, 0.053, -0.381, -0.637, -0.350, -0.708, -0.027, 1.021, -0.673, -0.567, -0.296, -0.433, 0.259, 0.119, 0.274, 0.443, 0.376, 0.355, 0.335, 0.412, 0.444, 0.425, 0.427, 0.492, 0.356, 0.403, 0.271, 0.015, 0.273, 0.385, 0.374, 0.370, 0.391, 0.364, 1.050, -1.158, -0.135, -0.259, -0.420, -1.124, 0.302, 0.397, 0.284, 0.105, 0.346, 0.334, 0.332, 0.272, 0.392, 0.313, -0.847, -0.010, -0.447, -0.321, -1.027, 0.268, 0.216, 0.284, 0.085, 0.231, 0.294, 0.352, 0.264, 0.393, 0.272]}

=====

No. 2
{"formula": "C4H3NO3", "method": "the ωB97M-V functional and the def2-TZVPD basis", "total_energy_ha": -434.577263, "homo_lumo_gap_ha": 0.3692, "smiles": "C=C1OC1=O.N=C=O", "symbols": ["C", "C", "O", "C", "O", "H", "H", "N", "C", "O", "H"], "xyz": [[1.78, 0.20, 0.83], [0.58, 0.55, 0.44], [0.09, 1.66, -0.29], [-0.88, 0.89, 0.34], [-1.83, 1.14, 1.01], [1.91, -0.66, 1.47], [2.67, 0.71, 0.48], [-1.43, -0.43, -1.07], [-0.58, -1.31, -0.98], [0.08, -2.25, -0.86], [-2.39, -0.49, -1.38]], "mulliken_charge": [-0.803, 0.053, -0.393, 0.991, -0.549, 0.258, 0.270, -0.441, 0.691, -0.336, 0.259]}

=====

No. 3
{"formula": "C4H6O2", "method": "the ωB97M-V functional and the def2-TZVPD basis", "total_energy_ha": -306.444231, "homo_lumo_gap_ha": 0.3975, "smiles": "CC(=O)[C@H]1CO1", "symbols": ["C", "C", "O", "C", "C", "O", "H", "H", "H", "H", "H", "H"], "xyz": [[-1.50, -0.41, -0.52], [-0.59, -0.46, 0.69], [-0.77, -1.21, 1.62], [0.61, 0.45, 0.73], [1.63, 0.38, -0.33], [0.72, 1.46, -0.26], [-1.35, 0.51, -1.08], [-1.30, -1.27, -1.17], [-2.53, -0.49, -0.16], [0.92, 0.74, 1.74], [1.48, -0.31, -1.16], [2.67, 0.62, -0.10]], "mulliken_charge": [-0.993, 0.420, -0.545, 0.112, -0.361, -0.421, 0.298, 0.272, 0.351, 0.386, 0.221, 0.260]}

=====

No. 4
{"formula": "C5HN4O3", "method": "the ωB97M-V functional and the def2-TZVPD basis", "total_energy_ha": -635.729293, "homo_lumo_gap_ha": [0.2666, 0.1970], "total_charge": -1, "symbols": ["C", "C", "C", "C", "C", "N", "N", "N", "N", "O", "O", "O", "H"], "xyz": [[4.84, -0.21, 0.69], [-0.46, 0.02, 0.09], [0.01, -1.28, 0.33], [0.35, 1.08, -0.37], [1.65, -0.64, -1.13], [5.90, 0.18, 0.49], [1.96, -0.15, 0.73], [1.53, -1.33, 0.12], [1.80, 0.61, -0.43], [-0.56, -2.30, 0.63], [0.09, 2.20, -0.72], [1.69, -0.97, -2.27], [-1.53, 0.18, 0.14]], "mulliken_charge": [-0.104, -0.283, 0.330, 0.327, 0.552, -0.469, -0.268, 0.056, 0.099, -0.556, -0.555, -0.524, 0.396]}

=====

No. 5
{"formula": "C3H8N2O2", "method": "the ωB97M-V functional and the def2-TZVPD basis", "total_energy_ha": -379.053230, "homo_lumo_gap_ha": 0.3419, "smiles": "c1c[nH]cn1.O.O", "symbols": ["C", "C", "N", "C", "N", "H", "H", "H", "H", "O", "H", "H", "O", "H", "H"], "xyz": [[-0.57, 0.53, -1.01], [-0.88, -0.36, -2.02], [-1.25, -1.55, -1.49], [-1.35, -1.29, -0.11], [-0.70, -0.14, 0.20], [-0.30, 1.52, -0.97], [-0.75, -0.21, -3.10], [-1.29, -2.63, -1.87], [-1.88, -2.04, 0.44], [0.37, 2.15, 1.79], [0.65, 1.83, 2.64], [0.40, 1.29, 1.29], [2.95, 0.16, 1.48], [3.39, -0.27, 2.24], [3.68, 0.49, 0.95]], "mulliken_charge": [-0.250, -0.466, -0.169, -0.277, -0.453, 0.514, 0.355, 0.317, 0.363, -0.638, 0.296, 0.396, -0.604, 0.310, 0.306]}

=====

No. 6
{"formula": "C3H3BrClN", "method": "the ωB97M-V functional and the def2-TZVPD basis", "total_energy_ha": -3205.041460, "homo_lumo_gap_ha": 0.4050, "smiles": "N#C[C@@H](Cl)CBr", "symbols": ["N", "C", "C", "Cl", "C", "Br", "H", "H", "H"], "xyz": [[0.05, 2.44, 0.31], [0.32, 1.46, -0.17], [0.45, 0.11, -0.48], [2.18, -0.49, -0.17], [-0.41, -0.75, 0.46], [-2.23, -0.31, -0.11], [0.40, -0.07, -1.61], [-0.29, -1.84, 0.22], [-0.48, -0.55, 1.55]], "mulliken_charge": [-0.321, 0.259, -0.025, -0.173, -0.602, -0.127, 0.300, 0.343, 0.347]}

=====

No. 7
{"formula": "C24H60B2BeF8O16P4", "method": "the ωB97M-V functional and the def2-TZVPD basis", "total_energy_ha": -4384.115479, "homo_lumo_gap_ha": 0.3925, "symbols": ["Be", "B", "F", "F", "F", "F", "B", "F", "F", "F", "F", "C", "C", "O", "P", "O", "O", "C", "C", "O", "C", "C", "H", "H", "H", "H", "H", "H", "H", "H", "H", "H", "H", "H", "H", "H", "H", "C", "C", "O", "P", "O", "O", "C", "C", "O", "C", "C", "H", "H", "H", "H", "H", "H", "H", "H", "H", "H", "H", "H", "H", "H", "H", "C", "C", "O", "P", "O", "O", "C", "C", "O", "C", "C", "H", "H", "H", "H", "H", "H", "H", "H", "H", "H", "H", "H", "H", "H", "H", "C", "C", "O", "P", "O", "O", "C", "C", "O", "C", "C", "H", "H", "H", "H", "H", "H", "H", "H", "H", "H", "H", "H", "H", "H", "H"], "xyz": [[11.17, 14.80, 16.03], [11.70, 13.73, 13.20], [11.84, 14.54, 14.59], [11.51, 12.39, 13.44], [10.60, 14.39, 12.76], [12.91, 13.97, 12.61], [8.60, 14.80, 17.21], [7.32, 14.78, 16.76], [9.56, 14.70, 15.85], [8.79, 15.92, 17.94], [9.08, 13.60, 17.78], [15.48, 16.75, 17.05], [14.22, 17.29, 17.73], [13.40, 17.99, 16.81], [12.00, 17.81, 16.22], [11.41, 16.43, 16.09], [11.10, 18.83, 16.96], [9.64, 18.86, 16.66], [9.40, 19.99, 15.72], [12.15, 18.52, 14.82], [12.27, 17.75, 13.58], [13.61, 17.18, 13.44], [16.23, 17.49, 16.76], [15.92, 16.06, 17.77], [15.18, 16.27, 16.10], [13.67, 16.44, 18.18], [14.48, 18.04, 18.49], [9.36, 17.88, 16.22], [9.19, 18.96, 17.59], [10.19, 20.10, 14.97], [8.49, 19.74, 15.12], [9.26, 20.95, 16.20], [11.42, 17.04, 13.44], [12.15, 18.50, 12.81], [13.69, 16.32, 14.11], [13.79, 16.96, 12.38], [14.38, 17.90, 13.78], [12.55, 7.65, 13.80], [11.90, 8.65, 14.70], [10.68, 9.10, 14.00], [9.24, 8.98, 14.75], [9.34, 9.00, 16.21], [8.47, 10.15, 14.14], [8.69, 11.55, 14.59], [7.55, 12.33, 13.87], [8.68, 7.65, 14.17], [8.59, 7.63, 12.65], [9.78, 6.93, 12.05], [12.95, 8.14, 12.93], [13.48, 7.36, 14.48], [12.01, 6.76, 13.62], [11.62, 8.26, 15.71], [12.45, 9.53, 14.92], [8.55, 11.65, 15.68], [9.64, 11.81, 14.20], [6.63, 11.69, 13.92], [7.31, 13.28, 14.34], [7.86, 12.56, 12.84], [7.63, 7.21, 12.43], [8.62, 8.67, 12.36], [10.00, 6.00, 12.52], [9.43, 6.83, 10.99], [10.69, 7.62, 12.12], [11.03, 10.20, 18.44], [11.71, 10.93, 17.34], [12.88, 11.74, 17.75], [12.84, 13.22, 18.02], [11.95, 13.93, 17.05], [14.40, 13.56, 17.85], [14.89, 13.18, 16.52], [15.60, 11.80, 16.57], [12.46, 13.51, 19.49], [11.55, 14.54, 19.88], [12.31, 15.55, 20.76], [10.19, 9.58, 18.01], [11.73, 9.63, 19.05], [10.55, 10.95, 19.06], [12.39, 10.38, 16.74], [10.91, 11.34, 16.76], [14.10, 13.24, 15.74], [15.59, 14.00, 16.37], [15.93, 11.60, 15.58], [16.48, 11.85, 17.24], [14.97, 11.04, 16.95], [11.10, 14.98, 19.02], [10.77, 14.06, 20.46], [11.67, 16.32, 21.22], [12.93, 14.98, 21.45], [12.98, 16.10, 20.10], [14.57, 15.68, 9.86], [13.31, 14.82, 9.73], [12.52, 15.19, 8.53], [11.68, 16.56, 8.66], [12.19, 17.50, 9.65], [10.18, 16.14, 8.86], [9.46, 16.68, 9.88], [8.08, 16.07, 10.09], [11.66, 16.95, 7.13], [12.76, 17.47, 6.40], [12.55, 17.09, 4.97], [15.34, 15.48, 9.10], [14.42, 16.77, 9.88], [15.02, 15.48, 10.87], [13.63, 13.82, 9.39], [12.66, 14.92, 10.57], [10.02, 16.55, 10.82], [9.25, 17.75, 9.73], [7.69, 16.47, 10.98], [7.35, 16.25, 9.26], [8.20, 14.96, 10.10], [12.75, 18.54, 6.53], [13.70, 17.01, 6.77], [11.67, 17.66, 4.60], [13.33, 17.39, 4.31], [12.39, 15.97, 4.94]], "mulliken_charge": [0.723, -0.811, 0.578, -0.246, -0.202, -0.144, 0.710, -0.273, -0.111, -0.286, -0.301, -0.931, 0.651, -0.251, -0.973, 1.594, -0.265, 0.044, -1.129, -0.318, -0.180, -0.004, 0.418, 0.378, -0.038, -0.696, 0.505, -0.030, 0.472, 0.245, 0.328, 0.333, -0.057, 0.518, -0.331, -0.102, 0.348, -1.505, 0.282, 0.156, 0.557, -0.777, -0.217, 0.803, -1.431, -0.474, -0.197, -0.849, 0.335, 0.376, 0.350, 0.397, -0.020, 0.167, -0.200, 0.391, 0.300, 0.293, 0.478, 0.183, 0.282, 0.366, 0.063, -1.403, 0.830, 0.130, -0.714, 0.196, -0.344, 0.141, -1.474, -0.282, 0.263, -1.095, 0.262, 0.377, 0.357, 0.030, 0.044, -0.004, 0.324, 0.441, 0.338, 0.276, -0.216, 0.398, 0.410, 0.352, 0.098, -1.260, 0.262, -0.426, 0.942, -0.647, -0.326, 0.447, -1.431, -0.319, -0.040, -1.227, 0.359, 0.302, 0.359, 0.290, 0.015, -0.108, 0.271, 0.399, 0.381, 0.295, 0.268, 0.232, 0.271, 0.417, 0.268]}